[1]
# C2H3N2P

2 unconnected molecules or ions with the total composition C2H3N2P in a non-equilibrium geometry (ωB97M-V/def2-TZVPD, the Open Molecules 2025 dataset).

The geometry in XYZ format:
```
8
Properties=species:S:1:pos:R:3:forces:R:3
C 0.8092 -0.0917 0.6069 3.3 2.0 -0.1
C -3.3602 -0.1351 -1.2056 0.2 0.7 -1.0
N 1.9600 0.3592 0.5785 -6.0 -2.4 0.4
N -2.7321 -0.8903 -0.6230 0.0 -0.3 0.4
P 3.3245 0.8658 1.1965 1.5 3.7 -0.1
H 0.0211 -0.3505 -0.0634 -0.1 -0.4 -0.7
H -3.7323 0.6008 -1.9086 -0.2 -0.4 0.6
H 3.7098 -0.3581 1.4187 1.3 -2.9 0.5
```
Positions in Å, forces in eV/Å.

Values from the calculation:
charge: 0
E_tot: -528.724413 hartree
energy relative to the best compared isomer or geometry (same formula, charge and spin): 3.190 eV
LUMO energy (alpha / beta): 0.005 / 0.005 Ha
HOMO (alpha / beta): -7.47 / -7.46 eV

=====

[2]
# C4H3ErLiO

A molecular structure, C4H3ErLiO in a non-equilibrium geometry (ωB97M-V/def2-TZVPD, the Open Molecules 2025 dataset).

The geometry in XYZ format:
```
10
Properties=species:S:1:pos:R:3:forces:R:3
C -1.7786 1.1438 -0.7226 -0.5 -2.3 0.2
C -0.9661 2.0886 -0.6031 -0.6 1.9 -0.6
H -0.5663 3.0946 -0.6414 0.4 -0.2 0.1
Er -2.1126 -1.7682 -0.2651 -0.8 1.8 -0.9
O 1.9422 -1.6045 0.4407 0.5 0.1 -1.9
C 1.2878 -0.7538 -0.0406 -2.6 -0.3 5.7
C 0.2104 0.1013 0.0322 4.0 -4.4 -3.4
Li 1.1594 -2.8153 1.9368 1.2 -0.4 0.5
H 0.0769 0.4580 1.0635 0.3 1.4 -0.7
H 0.7471 0.0556 -1.2004 -1.9 2.4 0.9
```
Positions in Å, forces in eV/Å.

Values from the calculation:
expectation value of S²: 3.765
charge: +3
E_tot: -1250.484529 hartree
2S+1: 4
energy relative to the best compared isomer or geometry (same formula, charge and spin): 7.548 eV
LUMO energy (alpha / beta): -0.525 / -0.528 Ha
HOMO (alpha / beta): -21.93 / -20.90 eV

=====

[3]
# C14H17ClNO4PPdS3

A molecular structure, C14H17ClNO4PPdS3 (ωB97M-V/def2-TZVPD, the Open Molecules 2025 dataset).

The geometry in XYZ format:
```
42
Properties=species:S:1:pos:R:3:forces:R:3
Pd 0.2885 1.0976 0.7182 -0.3 -0.3 0.0
C 3.1393 0.1007 6.8174 0.0 0.0 0.1
C 2.1545 0.7199 5.8694 -0.1 -0.1 -0.2
O 2.2946 0.0394 4.5589 0.0 0.1 0.3
P 1.8003 0.7031 3.2301 0.1 -0.3 -0.1
S 1.7530 -0.3803 0.0441 0.1 0.0 -0.1
S -0.1388 1.1279 3.1975 0.1 0.0 0.0
O 2.6309 2.0045 2.9399 0.2 0.3 0.0
C 3.9612 2.0352 2.3268 -0.2 0.0 0.0
C 5.0220 1.4681 3.2318 0.1 0.0 0.1
H 3.0123 0.5467 7.8047 0.0 0.0 0.0
H 4.1650 0.2735 6.4945 0.0 0.0 0.0
H 2.9708 -0.9717 6.9028 0.0 0.0 0.0
H 2.3327 1.7831 5.7058 0.0 0.0 0.1
H 1.1223 0.5681 6.1816 0.0 0.0 0.0
H 4.1139 3.0901 2.1191 0.0 0.0 0.0
H 3.8948 1.5101 1.3729 0.0 0.0 0.0
H 5.0547 2.0011 4.1823 0.0 0.0 0.0
H 5.9936 1.5809 2.7493 0.0 0.0 0.0
H 4.8730 0.4069 3.4334 0.0 0.0 0.0
S -3.3752 -1.4903 -0.5326 -0.2 -0.1 -0.1
C -3.8640 -0.1770 0.4376 -0.1 0.0 0.0
C -2.7794 0.4660 0.9264 0.1 0.0 0.1
N -1.5743 -0.0781 0.5424 -0.4 -0.2 -0.2
C -1.7592 -1.1143 -0.2383 0.3 0.0 0.1
H -4.9033 0.0545 0.5989 0.0 0.0 0.0
H -2.7946 1.3359 1.5641 0.0 0.0 0.0
H -0.9530 -1.6965 -0.6582 0.0 0.0 0.0
Cl -0.5386 9.2014 -1.3053 0.0 -0.1 0.0
C -0.3147 7.5083 -1.0212 0.0 0.2 0.0
C -1.4048 6.6567 -1.1282 0.1 0.0 0.0
C -1.2187 5.3051 -0.9035 -0.1 0.0 -0.1
C 0.0431 4.8185 -0.5720 -0.1 0.0 -0.2
C 1.1265 5.6881 -0.4700 0.0 0.1 0.0
C 0.9508 7.0400 -0.6964 0.0 0.0 0.0
C 0.2377 3.3882 -0.3214 0.3 -0.3 0.2
O 1.3624 2.9313 0.0387 0.0 0.3 0.2
O -0.7425 2.5523 -0.3915 0.0 0.4 -0.2
H -2.3743 7.0560 -1.3887 0.0 0.0 0.0
H -2.0530 4.6224 -0.9927 0.0 0.0 0.0
H 2.1039 5.3002 -0.2192 0.0 0.0 0.0
H 1.7774 7.7327 -0.6287 0.0 0.0 0.0
```
Positions in Å, forces in eV/Å.

Values from the calculation:
expectation value of S²: 8.773
charge: +1
E_tot: -3023.104269 hartree
2S+1: 6
energy relative to the best compared isomer or geometry (same formula, charge and spin): 0.000 eV
LUMO energy (alpha / beta): -0.084 / -0.222 Ha
HOMO (alpha / beta): -11.63 / -11.62 eV

=====

[4]
# C5H10MgO3

A molecular structure, C5H10MgO3 in a non-equilibrium geometry (ωB97M-V/def2-TZVPD, the Open Molecules 2025 dataset).

The geometry in XYZ format:
```
19
Properties=species:S:1:pos:R:3:forces:R:3
O 3.3215 0.8495 -0.7761 -1.4 -0.2 0.5
C 0.2141 2.9154 0.1728 -0.4 0.0 0.0
C -0.7138 1.9699 0.3908 1.6 0.1 1.0
O -1.1004 1.1390 -0.5952 -0.7 -0.3 -0.5
C -1.7307 -0.0854 -0.2180 -0.3 -0.1 -0.1
C -0.8076 -1.2321 -0.5553 -0.1 -0.3 -0.1
O 0.4504 -1.0149 0.0936 -0.5 0.2 0.1
C 1.1532 -2.2162 0.4224 0.3 -0.4 0.1
Mg 1.5911 0.6592 -0.2792 1.4 0.5 -0.5
H 0.4498 3.2503 -0.8404 0.2 -0.3 0.3
H 0.6996 3.3834 1.0286 -0.4 0.2 -0.3
H -1.0017 1.6792 1.4072 -0.1 0.1 -0.3
H -2.6548 -0.1688 -0.8013 0.1 -0.1 0.2
H -1.9778 -0.1150 0.8527 0.1 0.2 -0.2
H -0.6528 -1.3144 -1.6410 0.0 0.0 0.2
H -1.2482 -2.1687 -0.1875 0.1 0.2 -0.1
H 2.1188 -1.9236 0.8493 -0.2 0.0 -0.2
H 0.5719 -2.7875 1.1576 0.1 0.1 -0.1
H 1.3176 -2.8193 -0.4807 0.0 0.2 0.2
```
Positions in Å, forces in eV/Å.

Values from the calculation:
charge: 0
E_tot: -622.188697 hartree
energy relative to the best compared isomer or geometry (same formula, charge and spin): 4.454 eV
LUMO energy (alpha / beta): 0.004 / 0.004 Ha
HOMO (alpha / beta): -6.10 / -6.10 eV

=====

[5]
# C4H9NO3

2 unconnected molecules or ions with the total composition C4H9NO3 (ωB97M-V/def2-TZVPD, the Open Molecules 2025 dataset).

The geometry in XYZ format:
```
17
Properties=species:S:1:pos:R:3:forces:R:3
N -1.5560 -1.5552 0.3788 -0.1 -0.2 0.5
C -1.6947 -1.3681 -0.9813 -0.4 0.3 0.2
O -1.3022 -2.1110 -1.8239 0.3 -0.5 -0.6
O -2.4160 -0.2617 -1.2906 0.0 0.0 0.3
H -1.1000 -0.8214 0.9050 -0.1 0.2 0.0
H -1.1960 -2.4689 0.6023 0.2 0.0 -0.1
H -2.8776 -0.0063 -0.4790 0.0 0.2 -0.2
C 0.3286 1.3788 -0.9981 -0.1 0.1 0.1
C 1.0407 0.4572 -0.3677 0.5 0.0 -0.1
C 1.9010 0.7369 0.8259 -0.1 -0.2 0.3
O 1.0803 0.5720 2.0074 0.1 0.2 -0.5
H -0.3741 1.1504 -1.7849 0.2 -0.2 -0.2
H 0.3686 2.4272 -0.7214 0.1 0.0 0.2
H 1.0803 -0.5760 -0.6963 -0.4 0.0 -0.1
H 2.7090 0.0008 0.8911 0.1 0.1 -0.2
H 2.3387 1.7381 0.7830 -0.1 0.1 0.1
H 1.6692 0.7073 2.7500 0.0 0.0 0.4
```
Positions in Å, forces in eV/Å.

Values from the calculation:
charge: 0
E_tot: -438.275393 hartree
energy relative to the best compared isomer or geometry (same formula, charge and spin): 1.461 eV
LUMO energy: 0.023 Ha
HOMO: -10.16 eV